Record 1
{"formula": "C5H6F3N3", "method": "ωB97M-V with the def2-TZVPD basis set", "max_force_ev_per_a": 6.17, "charge": 0, "de_lowest_kj_mol": 105.99, "e_tot_ev": -17904.0997, "symbols": ["N", "C", "C", "F", "F", "F", "N", "C", "C", "C", "N", "H", "H", "H", "H", "H", "H"], "coordinates": [[0.948, -1.405, 0.718], [1.183, -0.007, 0.160], [2.724, 0.305, -0.062], [3.425, -0.181, 0.933], [3.095, -0.288, -1.217], [3.036, 1.600, -0.222], [0.600, 0.906, 1.116], [-0.641, 1.235, 1.051], [-1.451, 0.881, -0.115], [-0.829, 0.348, -1.194], [0.428, -0.038, -1.150], [1.869, -1.789, 0.960], [0.450, -1.376, 1.552], [-0.979, 1.785, 1.804], [-2.514, 0.920, -0.066], [-1.219, 0.231, -2.218], [0.985, -0.158, -2.070]], "forces_ev_per_angstrom": [[3.091, 0.643, -2.254], [-2.481, -1.123, 0.333], [-1.632, 0.246, -0.838], [0.640, -0.216, 0.468], [0.319, -0.410, 0.024], [-0.516, -0.298, 0.372], [1.187, 0.389, 0.138], [1.723, -3.340, -4.894], [-0.155, -0.124, 1.056], [-0.688, 0.300, -0.814], [4.282, 0.367, -1.373], [-0.544, -0.149, -0.094], [-1.117, 0.527, 1.756], [-1.700, 2.367, 3.081], [-0.507, 0.527, -0.202], [-0.531, 0.088, 0.829], [-1.372, 0.207, 2.412]]}

Record 2
{"formula": "C5H6F3N3O", "method": "ωB97M-V with the def2-TZVPD basis set", "max_force_ev_per_a": 4.46, "charge": 0, "de_lowest_kj_mol": 14.63, "e_tot_ev": -19949.5896, "symbols": ["C", "N", "C", "N", "C", "F", "F", "F", "H", "H", "H", "C", "O", "C", "N", "H", "H", "H"], "coordinates": [[1.403, -2.526, 0.399], [0.298, -2.389, -0.147], [-0.816, -1.745, 0.082], [-0.962, -0.528, -0.263], [-2.173, 0.136, -0.065], [-3.293, -0.642, -0.003], [-2.151, 0.851, 1.091], [-2.386, 1.022, -1.003], [1.613, -2.285, 1.485], [2.121, -3.215, -0.151], [-1.601, -2.555, 0.244], [0.685, 2.776, -0.353], [1.832, 1.846, -0.690], [1.940, 0.726, -0.203], [2.203, -0.252, 0.313], [1.103, 3.730, -0.200], [0.277, 2.371, 0.658], [-0.092, 2.678, -1.194]], "forces_ev_per_angstrom": [[1.336, -2.156, 1.271], [1.043, -0.483, -0.835], [-2.063, -1.340, -0.661], [-0.414, 0.924, 0.524], [0.034, -0.942, 0.971], [0.315, -0.017, 0.051], [0.023, -0.190, 0.261], [-0.182, 0.843, -1.348], [-0.163, -0.065, -1.447], [-0.460, 1.273, 0.820], [0.080, 1.630, 0.424], [-1.571, -3.502, 0.791], [-1.015, 3.954, -1.800], [0.013, -0.382, 0.843], [0.788, -1.687, 0.811], [0.528, 1.014, -0.222], [0.384, 0.823, -1.888], [1.323, 0.302, 1.435]]}

Record 3
{"formula": "C5H6FIN2", "method": "ωB97M-V with the def2-TZVPD basis set", "max_force_ev_per_a": 4.70, "charge": 0, "de_lowest_kj_mol": 0.00, "e_tot_ev": -19079.3680, "symbols": ["N", "C", "F", "C", "C", "C", "C", "I", "N", "H", "H", "H", "H", "H", "H"], "coordinates": [[-0.924, 1.816, -0.996], [-0.107, 0.807, -0.301], [0.872, 1.689, 0.490], [-1.012, 0.138, 0.685], [-0.692, -1.028, 1.188], [0.381, -1.782, 0.735], [0.947, -1.263, -0.383], [2.609, -2.209, -1.302], [0.684, -0.067, -0.928], [-1.105, 2.512, -0.206], [-0.520, 2.351, -1.710], [-1.747, 0.844, 1.171], [-1.375, -1.357, 1.931], [0.621, -2.783, 1.149], [1.369, 0.333, -1.524]], "forces_ev_per_angstrom": [[-0.525, -0.438, 2.755], [-2.599, 3.254, 2.174], [-0.306, -0.410, -0.034], [0.049, 3.278, 0.057], [-1.693, -0.006, 1.219], [1.206, -1.436, -1.456], [2.037, -2.166, 0.850], [-0.463, 0.089, 0.205], [-0.027, -0.595, -1.692], [0.080, -1.228, -1.594], [1.260, 0.509, -1.233], [0.612, -1.223, -0.836], [-0.128, -0.733, 0.828], [-0.039, 0.993, -0.551], [0.535, 0.113, -0.692]]}

Record 4
{"formula": "C5H6FN", "method": "ωB97M-V with the def2-TZVPD basis set", "max_force_ev_per_a": 5.86, "charge": 0, "de_lowest_kj_mol": 309.22, "e_tot_ev": -9486.2823, "symbols": ["C", "C", "C", "C", "N", "H", "H", "H", "C", "F", "H", "H", "H"], "coordinates": [[3.095, -0.443, -0.115], [1.993, 0.457, 0.102], [0.870, 0.949, -0.042], [-0.259, 1.724, 0.031], [-1.264, 2.240, 0.137], [3.817, -0.542, 0.836], [2.807, -1.390, -0.347], [3.842, 0.026, -0.755], [-3.082, -0.602, 0.032], [-1.837, -1.050, -0.179], [-3.755, -1.213, -0.388], [-3.091, 0.492, -0.400], [-3.136, -0.646, 1.088]], "forces_ev_per_angstrom": [[3.755, 2.820, 3.504], [-3.271, 0.487, -1.017], [3.249, -0.546, 0.805], [1.351, -1.382, -0.081], [-1.946, 1.361, 0.103], [-1.933, 0.151, -1.500], [-0.837, -2.580, -1.078], [-0.367, -0.302, -0.737], [1.678, 4.753, 0.552], [2.441, -1.177, -1.067], [-2.601, -2.149, -1.796], [-0.552, -2.032, 1.053], [-0.965, 0.595, 1.259]]}

Record 5
{"formula": "C5H6FN", "method": "ωB97M-V with the def2-TZVPD basis set", "max_force_ev_per_a": 4.80, "charge": 0, "de_lowest_kj_mol": 271.13, "e_tot_ev": -9486.6771, "symbols": ["C", "C", "C", "N", "C", "F", "C", "H", "H", "H", "H", "H", "H"], "coordinates": [[1.838, -0.577, 0.095], [0.438, -0.084, -0.267], [-0.080, 1.184, -0.187], [-1.453, 1.108, -0.049], [-1.911, -0.257, -0.067], [-3.187, -0.646, 0.073], [-0.682, -1.013, -0.314], [1.800, -1.183, 1.049], [2.690, 0.226, 0.643], [2.538, -0.878, -0.962], [0.411, 2.259, 0.226], [-1.937, 1.959, -0.074], [-0.466, -2.097, -0.167]], "forces_ev_per_angstrom": [[4.011, 1.991, -0.609], [-0.142, -0.199, 0.789], [0.980, 2.320, 2.044], [-0.320, -2.714, -0.196], [4.672, 0.427, -1.030], [1.006, 0.739, -0.265], [-1.643, 0.866, 1.580], [-0.001, -0.579, -1.871], [-2.886, -1.293, -1.989], [-2.230, 0.031, 3.559], [-1.202, -3.347, -1.654], [-1.418, 0.731, 0.065], [-0.826, 1.027, -0.424]]}

Record 6
{"formula": "C5H6FNO", "method": "ωB97M-V with the def2-TZVPD basis set", "max_force_ev_per_a": 3.47, "charge": 0, "de_lowest_kj_mol": 279.23, "e_tot_ev": -11535.2631, "symbols": ["N", "C", "C", "O", "C", "C", "C", "F", "H", "H", "H", "H", "H", "H"], "coordinates": [[-3.286, 0.235, -0.622], [-2.298, 0.134, -0.050], [-1.026, -0.085, 0.592], [-0.341, 1.153, 0.773], [1.070, 1.105, 0.366], [1.069, -0.068, -0.678], [-0.056, -0.991, -0.297], [0.417, -2.063, 0.479], [-1.020, -0.427, 1.652], [1.862, 0.855, 1.048], [1.287, 2.173, -0.037], [0.706, 0.235, -1.578], [2.061, -0.646, -0.612], [-0.445, -1.609, -1.035]], "forces_ev_per_angstrom": [[-0.138, 0.084, -0.047], [-0.493, -0.132, 0.032], [2.654, -0.202, 0.741], [1.265, 0.826, -0.145], [-1.396, 0.549, -2.551], [1.625, -0.754, 2.970], [0.541, -0.062, 3.034], [0.390, 0.159, 1.175], [-0.919, -0.878, -1.000], [-0.344, 0.032, 1.438], [-0.317, -2.030, 0.429], [0.145, 1.286, -3.111], [-1.562, 0.947, -0.826], [-1.451, 0.175, -2.139]]}

Record 7
{"formula": "C5H6FNO", "method": "ωB97M-V with the def2-TZVPD basis set", "max_force_ev_per_a": 2.17, "charge": 0, "de_lowest_kj_mol": 198.00, "e_tot_ev": -11536.1051, "symbols": ["C", "C", "N", "C", "O", "C", "C", "F", "H", "H", "H", "H", "H", "H"], "coordinates": [[-2.497, -0.625, -0.784], [-1.795, 0.265, -0.087], [-0.434, 0.343, 0.161], [0.538, -0.530, -0.352], [0.267, -1.372, -1.220], [1.939, -0.222, 0.023], [2.410, 0.680, 0.879], [1.619, 1.605, 1.449], [-3.556, -0.512, -0.878], [-2.015, -1.502, -1.265], [-2.336, 1.079, 0.426], [-0.211, 0.872, 1.050], [2.623, -0.895, -0.510], [3.447, 0.815, 1.108]], "forces_ev_per_angstrom": [[1.155, -1.008, -0.487], [-1.304, 0.358, 0.326], [1.313, -0.186, 1.661], [-1.499, 0.533, -1.482], [0.676, 1.140, 1.677], [0.344, -0.741, 0.094], [-0.477, -0.308, -1.064], [0.132, -0.042, 0.419], [-0.380, 0.134, 0.054], [-0.474, 0.913, 0.367], [0.319, -0.392, -0.377], [-0.082, -0.924, -1.928], [-0.055, 0.402, 0.578], [0.333, 0.120, 0.160]]}

Record 8
{"formula": "C5H6FeO4", "method": "ωB97M-V with the def2-TZVPD basis set", "max_force_ev_per_a": 3.11, "multiplicity": 5, "charge": 2, "de_lowest_kj_mol": 0.00, "e_tot_ev": -47838.6378, "s2": 6.006, "symbols": ["C", "C", "O", "C", "O", "O", "Fe", "H", "H", "H", "H", "H", "C", "C", "O", "H"], "coordinates": [[-1.218, 0.755, 0.979], [-1.042, -0.452, 0.100], [0.138, -0.262, -0.744], [0.223, -0.946, -1.891], [-0.600, -1.582, -2.450], [1.493, -0.686, -2.303], [2.262, 0.332, -0.728], [-2.167, 0.645, 1.514], [-1.180, 1.702, 0.428], [-1.898, -0.624, -0.557], [-0.722, -1.277, 0.871], [1.728, -1.041, -3.175], [-0.041, 0.679, 2.097], [1.137, 1.020, 1.675], [2.108, 1.280, 1.034], [-0.222, 0.456, 3.149]], "forces_ev_per_angstrom": [[1.248, 0.119, 0.988], [0.185, -1.337, 2.186], [0.849, 0.473, 0.187], [-2.754, -1.129, -0.910], [1.135, 0.595, 0.554], [1.500, 0.391, -0.077], [-0.034, 0.333, 0.572], [0.208, 0.213, -0.096], [-0.157, -0.133, 0.262], [0.220, -0.374, 0.226], [-1.174, 0.804, -2.082], [-0.026, -0.246, -0.380], [-0.062, 0.942, -0.577], [-2.249, -0.507, 0.412], [1.189, -0.021, -1.028], [-0.077, -0.123, -0.236]]}